This record from the Open Molecules 2025 dataset describes a 2-piece molecular cluster, C3H4N2O3 overall in a non-equilibrium geometry. The level of theory is wB97M-V/def2-TZVPD.

XYZ file:
```
12
Properties=species:S:1:pos:R:3
C 0.5969 -0.8755 0.1402
C 0.4556 0.8949 1.3919
C -0.1173 -0.0572 -0.6570
H 0.8551 -2.6324 1.1348
H 0.8243 1.7216 2.1446
H -1.2798 1.5315 -1.8682
H -1.1950 -0.8743 -1.6776
N 0.9504 -0.3355 1.3102
N -0.2726 1.0167 0.2088
O 0.8159 -2.2544 -0.0143
O -1.1369 2.0299 -0.2443
O -0.4965 -0.1652 -1.8691
```

As for the spin multiplicity: 1. The energy above the lowest of the compared OMol25 structures with the same formula, charge and spin comes out at 8.452 eV. The HOMO energy comes out at -0.301 Eh. The calculation puts the calculated total energy at -12290.543 eV.

***

This record from the Open Molecules 2025 dataset describes C32H56BeBrFN2O6P2Si as an isolated structure. The level of theory is wB97M-V/def2-TZVPD.

XYZ file:
```
102
Properties=species:S:1:pos:R:3
Be -2.6922 0.8941 -0.2376
N -1.0947 5.1498 -0.6506
C -2.0100 3.9660 -0.4277
C -3.4455 4.4796 -0.3834
P -1.5578 3.1365 1.1493
O 0.0616 3.2406 1.0434
O -2.0366 3.8957 2.3146
O -1.9407 1.6849 0.9335
P -1.7343 2.9214 -1.9253
O -0.1519 2.6932 -1.8784
O -2.0714 3.7830 -3.0696
O -2.4540 1.6135 -1.6346
H -1.2730 5.8911 0.0274
H -1.2545 5.4841 -1.6096
H -0.1245 4.8327 -0.5604
H -3.6222 5.0534 0.5273
H -4.1369 3.6397 -0.3945
H -3.6559 5.0784 -1.2714
H 0.4359 3.4118 1.9203
H 0.1527 1.9058 -1.3863
C -3.7283 -2.2962 -2.5154
C -2.2273 -2.4887 -2.2946
C -1.4219 -1.4324 -3.0536
C -1.7681 -2.6032 -0.8461
C -0.8786 -3.6374 -0.5625
C -0.3687 -3.8341 0.7093
C -0.7520 -2.9851 1.7296
C -1.6410 -1.9402 1.4969
C -2.0363 -1.0552 2.6650
C -2.7658 -1.8505 3.7500
C -0.8148 -0.3398 3.2455
C -2.1448 -1.7396 0.1994
N -3.0701 -0.6740 -0.0223
C -4.3577 -0.9091 0.3866
C -4.9250 -2.1264 0.7846
C -6.2607 -2.1902 1.1634
C -7.0756 -1.0679 1.1689
C -6.5383 0.1615 0.7892
C -5.2243 0.1834 0.4227
F -4.6142 1.3793 0.0596
H -3.9662 -2.4944 -3.5629
H -4.0424 -1.2797 -2.2875
H -4.3151 -2.9808 -1.9013
H -1.9728 -3.4560 -2.7393
H -1.6325 -0.4346 -2.6726
H -1.6852 -1.4458 -4.1140
H -0.3495 -1.6182 -2.9623
H -0.5848 -4.3053 -1.3651
H 0.3179 -4.6495 0.9025
H -0.3641 -3.1403 2.7303
H -2.7186 -0.2913 2.2982
H -2.1206 -2.6194 4.1822
H -3.6544 -2.3390 3.3480
H -3.0800 -1.1853 4.5572
H -0.1081 -1.0546 3.6764
H -1.1174 0.3510 4.0359
H -0.2966 0.2241 2.4701
H -4.3083 -3.0161 0.7901
H -6.6729 -3.1461 1.4620
H -8.1119 -1.1370 1.4676
H -7.1225 1.0718 0.7865
C 3.3596 2.6777 0.4312
C 3.6283 1.2684 0.9804
C 5.0981 1.1900 1.4238
C 2.7406 1.1247 2.2278
Si 3.2368 -0.0673 -0.3479
Br 0.9612 -0.1175 -0.4436
C 3.7086 -1.8479 0.1769
C 5.2112 -2.1006 -0.0276
C 2.9273 -2.9084 -0.6172
C 3.3690 -2.0822 1.6577
C 3.8221 0.4066 -2.1120
C 3.7823 -0.8028 -3.0582
C 2.9281 1.4762 -2.7606
C 5.2696 0.9272 -2.0698
H 3.5131 3.4032 1.2389
H 2.3286 2.7791 0.0859
H 4.0331 2.9521 -0.3795
H 5.3104 2.0174 2.1091
H 5.8002 1.2659 0.5913
H 5.3094 0.2646 1.9607
H 3.0299 1.8992 2.9479
H 2.8399 0.1641 2.7272
H 1.6886 1.2634 1.9788
H 5.4925 -2.0770 -1.0816
H 5.4576 -3.0981 0.3508
H 5.8384 -1.3847 0.5057
H 3.1456 -2.8942 -1.6822
H 1.8512 -2.8003 -0.4860
H 3.2090 -3.8973 -0.2391
H 3.9892 -1.4856 2.3270
H 3.5537 -3.1348 1.8958
H 2.3173 -1.8766 1.8711
H 2.7895 -1.2564 -3.0963
H 4.5071 -1.5711 -2.7894
H 4.0289 -0.4620 -4.0689
H 1.9264 1.0922 -2.9544
H 3.3628 1.7519 -3.7271
H 2.8316 2.3866 -2.1739
H 5.9590 0.2147 -1.6126
H 5.3553 1.8715 -1.5314
H 5.6142 1.1047 -3.0936
```

As for the spin multiplicity: 1. The energy above the lowest of the compared OMol25 structures with the same formula, charge and spin comes out at 0.023 eV. The HOMO energy comes out at -0.265 Eh. The calculation puts the calculated total energy at -148988.415 eV.

***

This record from the Open Molecules 2025 dataset describes C29H34N8O4PTa as an isolated structure in a non-equilibrium geometry. The level of theory is wB97M-V/def2-TZVPD.

XYZ file:
```
77
Properties=species:S:1:pos:R:3
Ta -0.0287 -1.3007 0.1567
C 4.5838 -2.5136 3.2140
N 3.1812 -2.5655 2.7629
C 2.2828 -3.5177 3.1492
C 1.1074 -3.2223 2.5324
N 1.2704 -2.0778 1.7868
C 2.5586 -1.7071 1.9454
P 3.3483 -0.2365 1.1959
C 2.9198 -0.5722 -0.5578
N 1.7031 -0.9215 -1.0396
C 1.8826 -1.2175 -2.3781
C 3.1874 -1.0202 -2.6926
N 3.8206 -0.6261 -1.5437
C 5.2686 -0.3589 -1.4608
C 1.9176 0.8281 1.5201
N 0.6626 0.4905 1.1810
C -0.1575 1.4818 1.6886
C 0.6178 2.3873 2.3402
N 1.9141 1.9672 2.2206
C 3.0659 2.6843 2.7888
H 4.7686 -3.4019 3.8108
H 5.2440 -2.5183 2.3507
H 4.7366 -1.6277 3.8253
H 2.5507 -4.3108 3.8261
H 0.1748 -3.7472 2.6040
H 1.0763 -1.5420 -3.0116
H 3.7194 -1.1347 -3.6215
H 5.7950 -1.2971 -1.2993
H 5.5795 0.0865 -2.4021
H 5.4586 0.3392 -0.6509
H -1.2211 1.4908 1.5454
H 0.3627 3.2907 2.8681
H 3.0491 3.7080 2.4225
H 2.9894 2.6644 3.8739
H 3.9827 2.1964 2.4700
N -1.8389 -2.5417 1.0307
C -1.9945 -4.0118 0.6889
C -1.7584 -4.2490 -0.8320
C -0.6804 -3.2687 -1.0762
O -0.8481 -2.1492 -1.6530
O 0.3387 -3.2599 -0.2864
H -1.9106 -2.4597 2.0477
H -2.6644 -2.0490 0.6775
H -2.9846 -4.3530 0.9878
H -1.2476 -4.5605 1.2546
H -2.6296 -4.0167 -1.4415
H -1.4496 -5.2796 -1.0067
C -3.9789 4.1136 -1.6627
O -3.0421 3.0260 -1.8458
C -1.8023 3.1731 -1.3637
C -1.4072 4.1755 -0.4733
C -0.0780 4.3005 -0.1081
C 0.8968 3.4433 -0.6122
C 0.5236 2.4434 -1.4920
C -0.8151 2.2882 -1.8328
N -1.1348 1.3379 -2.8587
C -2.1376 0.5258 -2.9436
C -3.0797 0.2257 -1.8889
C -4.4330 0.2281 -2.2498
C -5.4334 0.1747 -1.2900
C -5.0913 0.1052 0.0536
C -3.7492 0.0264 0.4338
C -2.7660 0.0590 -0.5394
O -1.4561 -0.1618 -0.1450
H -4.8409 3.8552 -2.2684
H -3.5404 5.0461 -2.0153
H -4.2687 4.1900 -0.6152
H -2.1336 4.8868 -0.1097
H 0.2067 5.1159 0.5436
H 1.9404 3.6003 -0.3791
H 1.2700 1.8075 -1.9514
H -0.5489 1.4047 -3.6884
H -2.2953 0.0690 -3.9171
H -4.6998 0.3230 -3.2943
H -6.4701 0.2024 -1.5928
H -5.8606 0.0900 0.8142
H -3.4793 -0.0543 1.4797
```

As for the net charge: +4. As for the spin multiplicity: 1. The energy above the lowest of the compared OMol25 structures with the same formula, charge and spin comes out at 0.511 eV. The HOMO energy comes out at -0.689 Eh. The calculation puts the calculated total energy at -61542.690 eV.

***

This record from the Open Molecules 2025 dataset describes C3H5N3 as an isolated structure in a non-equilibrium geometry. The level of theory is wB97M-V/def2-TZVPD.

XYZ file:
```
11
Properties=species:S:1:pos:R:3
N -0.5945 1.7078 -0.7165
C -0.4508 0.4353 -0.8766
C -1.1672 -0.3505 0.1851
N -0.2238 -0.9836 0.7802
C 1.0669 -0.4876 0.0641
N 0.6766 -0.2353 -1.2277
H 0.2577 2.1139 -1.1255
H 1.0355 0.6463 0.5982
H -2.1676 -0.2236 0.5738
H -0.2472 -1.4572 1.6712
H 1.8934 -1.1954 0.2467
```

As for the spin multiplicity: 1. The energy above the lowest of the compared OMol25 structures with the same formula, charge and spin comes out at 4.167 eV. The HOMO energy (spin up / spin down) comes out at -0.289 / -0.289 Eh. The calculation puts the calculated total energy at -7658.288 eV.